No. 1
C30H60O18S3 | ωB97M-V with the def2-TZVPD basis set

total energy: -3727.7389 Eh
HOMO-LUMO gap: 9.1753 eV
LUMO level: -0.119 eV
energy relative to the best compared isomer or geometry (same formula, charge and spin): 145.0 kJ/mol
F_max: 0.0414 Eh/bohr

CARTESIAN COORDINATES (ANGSTROEM)
C1 -0.551524 -4.658563 -1.391732
C2 -2.021841 -4.706337 -0.987062
C3 -2.041816 -3.768963 0.215184
O1 -0.739729 -3.749824 0.740672
C4 0.164064 -4.511975 -0.041782
H1 -0.315271 -3.912684 -2.149867
H2 -0.230257 -5.638433 -1.757977
H3 -2.331140 -5.720432 -0.718412
H4 -2.774674 -4.434109 -1.729187
H5 -2.801423 -4.093649 0.932484
H6 -2.364330 -2.772261 -0.112480
H7 0.331716 -5.524300 0.341837
H8 1.128673 -4.005767 -0.096435
C5 -0.023399 0.431134 -0.535292
C6 0.140223 -0.248560 0.818017
C7 -1.060025 0.307670 1.602172
O2 -1.902385 0.957115 0.692948
C8 -1.552724 0.616885 -0.638588
H9 0.378855 -0.187847 -1.340912
H10 0.436135 1.420648 -0.578291
H11 1.095020 -0.113204 1.327245
H12 0.017385 -1.331311 0.741746
H13 -0.792419 0.982176 2.426469
H14 -1.551151 -0.514142 2.143374
H15 -1.736562 1.387364 -1.391605
H16 -2.091838 -0.256730 -1.021449
C9 -3.267698 -0.873482 -4.869487
C10 -3.446293 0.522987 -4.329151
C11 -4.525827 0.441466 -3.302198
O3 -4.353461 -0.855171 -2.752788
C12 -3.784231 -1.742143 -3.714055
H17 -2.240370 -1.165503 -5.097402
H18 -3.805653 -1.018236 -5.808245
H19 -3.515448 1.354529 -5.034446
H20 -2.560499 0.848106 -3.763485
H21 -5.551002 0.530029 -3.683316
H22 -4.344227 1.213294 -2.552757
H23 -4.446332 -2.535303 -4.081411
H24 -3.011950 -2.283974 -3.156354
C13 2.229219 0.524544 4.568924
C14 0.974772 -0.088552 5.175865
C15 0.300795 1.081927 5.830374
O4 0.464508 2.119047 4.872616
C16 1.696304 1.945555 4.196074
H25 2.494859 -0.023168 3.669731
H26 3.070451 0.655769 5.245873
H27 1.130695 -0.933386 5.847624
H28 0.354799 -0.410617 4.333795
H29 0.764290 1.375404 6.788034
H30 -0.740365 0.993650 6.148121
H31 2.388885 2.716202 4.552416
H32 1.596518 2.095895 3.117402
C17 -4.664313 3.684500 3.730887
C18 -3.338572 2.955077 3.519256
C19 -3.519736 1.775542 4.517858
O5 -4.272124 2.283418 5.586371
C20 -5.086561 3.356868 5.174751
H33 -5.390598 3.552837 2.929911
H34 -4.474975 4.763704 3.676170
H35 -2.480142 3.611062 3.656644
H36 -3.261610 2.636107 2.478113
H37 -2.574971 1.364241 4.865625
H38 -4.046826 1.008773 3.937447
H39 -4.992358 4.207420 5.849881
H40 -6.153760 3.103157 5.146937
C21 1.690086 -2.361485 -3.629657
C22 2.384866 -3.731491 -3.680885
C23 1.635873 -4.476748 -4.783895
O6 0.853658 -3.544927 -5.501791
C24 0.520152 -2.468066 -4.653197
H41 2.361634 -1.573143 -3.964527
H42 1.280397 -2.143413 -2.642487
H43 2.431712 -4.248952 -2.721957
H44 3.439502 -3.531353 -3.892295
H45 0.945945 -5.188437 -4.315081
H46 2.311682 -4.994173 -5.461856
H47 -0.418790 -2.681441 -4.123207
H48 0.384704 -1.566025 -5.249081
C25 -0.983796 4.144423 1.406725
C26 0.099163 4.351825 0.344226
O7 0.631626 5.654988 0.615337
S1 -0.418009 6.603865 1.415583
O8 -0.893486 7.630345 0.563043
O9 0.148674 6.925577 2.675360
O10 -1.548478 5.433182 1.599351
H49 -0.487732 3.836883 2.331707
H50 -1.663437 3.366685 1.069275
H51 -0.293774 4.317324 -0.674215
H52 1.000263 3.756222 0.500119
C27 4.692017 -2.137892 -1.009139
C28 5.319952 -3.219490 -0.138875
O11 4.847956 -2.992163 1.180471
S2 3.673756 -1.881579 1.304424
O12 4.219478 -0.617076 1.703606
O13 2.576958 -2.454577 2.028553
O14 3.479749 -1.833629 -0.324164
H53 4.447314 -2.428932 -2.027294
H54 5.355134 -1.276382 -1.092368
H55 6.394801 -3.102148 -0.011865
H56 5.106560 -4.197775 -0.571635
C29 3.457303 2.606469 -2.890863
C30 3.372296 1.114855 -2.535104
O15 4.583717 0.929173 -1.809694
S3 5.020892 2.233215 -0.982609
O16 6.327678 2.618647 -1.471965
O17 4.764848 2.130253 0.409490
O18 3.825574 3.144915 -1.625933
H57 2.520585 3.047794 -3.209375
H58 4.272046 2.684959 -3.615524
H59 3.417178 0.431065 -3.379109
H60 2.486016 0.943161 -1.920303

Forces on the atoms, in the same order (eV/Å):
0.4 -1.3 -0.2
-0.3 -0.2 0.0
-1.0 -0.1 -0.6
0.5 0.3 1.0
-0.7 0.3 -0.9
0.0 0.2 0.2
-0.1 0.2 -0.5
0.4 0.0 0.3
0.4 0.3 -0.2
0.4 0.0 0.3
0.3 0.2 0.1
-0.1 0.1 0.4
-0.1 0.1 0.1
-0.2 -0.6 -0.4
-0.2 -0.2 0.3
0.7 -0.7 1.4
-1.1 0.8 -0.7
1.3 -0.3 -0.3
0.0 0.1 -0.1
0.1 0.0 0.1
0.0 0.4 -0.1
0.0 0.0 -0.3
0.1 0.4 -0.4
-0.3 0.0 -0.4
-0.5 0.5 0.6
0.1 -0.3 0.4
0.3 -0.6 -0.3
1.6 1.4 -0.1
-0.6 -0.3 -0.1
-0.4 -0.3 0.4
0.2 -0.2 0.2
0.1 0.4 0.0
-0.3 -0.1 0.2
-0.5 -0.4 -0.4
0.2 -0.5 0.0
0.1 0.2 -0.1
-0.3 -0.3 0.3
-0.5 0.4 0.2
0.3 0.1 -0.3
-0.6 0.8 -0.5
-0.1 -0.6 0.2
0.2 0.6 0.8
-0.9 0.3 -0.2
0.9 -0.1 0.5
0.5 0.0 0.1
0.0 -0.4 0.1
0.1 0.0 -0.1
-0.1 -0.2 0.2
0.5 -0.1 -0.2
-0.2 -0.2 -0.8
0.0 0.0 -0.1
-0.4 -0.1 0.0
0.7 2.0 0.1
-0.5 -0.4 -0.2
0.6 0.7 -1.5
0.0 -0.3 0.8
-0.8 0.0 -1.2
-0.2 -0.7 0.3
0.0 0.0 0.0
0.0 -0.1 0.7
0.0 -0.4 0.1
-0.1 0.0 0.2
-0.2 -0.2 0.4
0.3 -0.1 0.1
0.1 -0.4 0.4
-0.9 0.1 -0.2
0.7 0.8 0.1
-0.2 -0.5 0.6
0.4 0.3 -0.6
0.4 -0.3 0.8
0.1 0.1 0.2
0.2 0.2 0.0
-0.5 -0.1 0.0
-0.1 -0.3 -0.5
0.2 -0.2 -0.1
-0.2 0.0 -0.1
0.0 0.0 -0.1
0.0 -0.1 -0.1
1.6 -0.5 -0.1
0.5 0.4 0.4
-0.7 1.2 0.3
0.4 -1.6 -0.2
-0.3 -0.2 0.0
-0.1 0.0 0.0
-0.1 1.0 -0.4
-0.2 -0.1 0.1
-0.6 0.4 0.2
0.1 0.0 0.0
-0.5 -0.7 -0.3
0.6 0.4 0.3
0.9 0.3 -0.4
-1.0 0.0 0.8
1.2 -0.2 -0.8
-0.4 -1.0 -0.1
0.7 0.5 -1.2
-1.3 0.3 0.8
-0.2 -0.3 0.1
-0.3 0.2 0.3
0.1 -0.1 -0.6
-0.3 -0.2 0.8
0.3 -1.4 0.0
-0.5 0.6 -0.3
0.4 -0.5 0.7
0.5 0.9 -1.0
-1.8 -0.5 0.6
0.0 -0.1 -0.5
1.0 0.3 0.5
0.1 0.1 0.0
-0.2 0.6 -0.1
-0.1 0.1 0.0
0.2 -0.3 0.1


No. 2
C30H60O25S5 | ωB97M-V with the def2-TZVPD basis set

total energy: -5050.8396 Eh
HOMO-LUMO gap: 9.4519 eV
LUMO level: -0.097 eV
energy relative to the best compared isomer or geometry (same formula, charge and spin): 0.0 kJ/mol
F_max: 0.0459 Eh/bohr

CARTESIAN COORDINATES (ANGSTROEM)
C1 6.457038 -0.601191 1.845493
C2 6.540512 -0.093620 3.282454
C3 5.737706 1.210498 3.199770
O1 4.926567 1.103360 2.008507
C4 5.014556 -0.238408 1.516993
H1 6.724495 -1.652809 1.736458
H2 7.053442 -0.046336 1.115980
H3 7.576360 0.018555 3.594020
H4 5.993874 -0.780174 3.929473
H5 6.387373 2.075074 3.053445
H6 5.083336 1.339815 4.063240
H7 4.777762 -0.227569 0.458145
H8 4.321850 -0.898840 2.053527
C5 0.514341 6.690530 -2.103350
C6 1.224847 5.355267 -1.948192
C7 0.465754 4.498230 -2.948884
O2 -0.875658 5.008347 -2.922087
C8 -0.937846 6.271120 -2.251610
H9 0.824044 7.187060 -3.030605
H10 0.749121 7.430321 -1.336845
H11 1.027981 4.976050 -0.939279
H12 2.304446 5.445478 -2.046877
H13 0.463505 3.449966 -2.655653
H14 0.860663 4.617249 -3.961158
H15 -1.449602 6.122025 -1.294992
H16 -1.486612 6.990596 -2.859672
C9 -4.251158 -5.064589 -3.105920
C10 -4.575384 -4.166717 -1.916467
C11 -3.809924 -2.859127 -2.193862
O3 -3.210680 -3.003720 -3.489766
C12 -3.863627 -4.048766 -4.167444
H17 -5.139853 -5.601786 -3.443293
H18 -3.479127 -5.807938 -2.909483
H19 -4.357111 -4.571511 -0.928685
H20 -5.643798 -3.941071 -1.863135
H21 -2.988804 -2.743808 -1.479931
H22 -4.404977 -1.945642 -2.172417
H23 -3.239790 -4.459220 -4.963900
H24 -4.751652 -3.679183 -4.701102
C13 0.054945 -4.762873 -4.400327
C14 0.167776 -5.337696 -2.979190
C15 -0.005972 -4.070162 -2.152334
O4 0.690468 -3.065496 -2.855097
C16 0.767566 -3.416008 -4.242941
H25 -1.000295 -4.711648 -4.667068
H26 0.588321 -5.423851 -5.081146
H27 1.193794 -5.701393 -2.859682
H28 -0.536924 -6.132153 -2.745591
H29 0.350692 -4.169047 -1.126407
H30 -1.096259 -3.919237 -2.106676
H31 1.799837 -3.599106 -4.551686
H32 0.330692 -2.635624 -4.865473
C17 -3.034096 -0.728059 4.983741
C18 -1.895879 -1.731069 4.877968
C19 -2.416406 -2.733652 3.861094
O5 -3.006697 -1.880794 2.891254
C20 -3.685353 -0.822687 3.570293
H33 -2.666496 0.287412 5.128226
H34 -3.721452 -0.913182 5.809005
H35 -1.513196 -2.146567 5.808887
H36 -1.051413 -1.245470 4.376432
H37 -3.188660 -3.400897 4.264955
H38 -1.633006 -3.326871 3.389203
H39 -4.759554 -1.002284 3.573757
H40 -3.435629 0.098815 3.043544
C21 1.794071 -3.216107 4.178369
C22 1.726531 -3.201475 5.691090
O6 1.612592 -1.815451 6.039948
S1 2.378023 -0.906240 4.976828
O7 3.656857 -0.584860 5.470955
O8 1.525642 0.123148 4.514921
O9 2.501428 -2.027751 3.844094
H41 0.809945 -3.176220 3.708822
H42 2.317054 -4.110035 3.846219
H43 2.638027 -3.589047 6.149386
H44 0.870887 -3.727452 6.105671
C23 -0.501902 -0.393288 1.575433
C24 -0.380246 -1.089620 0.203143
O10 0.113125 -0.105315 -0.700503
S2 1.022901 0.883011 0.139540
O11 1.021882 2.148018 -0.482370
O12 2.217013 0.256107 0.564848
O13 0.040789 0.926643 1.388044
H45 0.041486 -0.907708 2.367303
H46 -1.537491 -0.280950 1.871894
H47 -1.368276 -1.405141 -0.127735
H48 0.245888 -1.980901 0.208762
C25 4.061126 4.430012 2.125153
C26 2.743910 3.681453 2.268137
O14 2.051668 4.268633 3.379224
S3 3.020917 5.114971 4.302111
O15 3.232286 4.495494 5.558560
O16 2.589895 6.464808 4.276306
O17 4.344293 4.919930 3.440621
H49 4.018200 5.239740 1.396353
H50 4.848496 3.726749 1.872788
H51 2.951177 2.629241 2.472550
H52 2.110911 3.723809 1.384980
C27 -2.980497 3.365504 -1.556528
C28 -3.468576 2.990613 -2.960878
O18 -4.353024 1.872322 -2.743089
S4 -4.318504 1.358373 -1.265248
O19 -3.228105 0.461049 -1.055966
O20 -5.611223 0.960768 -0.876513
O21 -3.951120 2.779507 -0.660935
H53 -2.902874 4.421431 -1.337630
H54 -2.008460 2.904820 -1.370787
H55 -2.695645 2.555340 -3.585151
H56 -3.961255 3.763548 -3.542381
C29 -1.581958 -0.410476 -3.781102
C30 -0.656688 0.746740 -3.445005
O22 -0.492659 1.579621 -4.577506
S5 -1.309960 1.006082 -5.814569
O23 -0.496865 0.932858 -6.960516
O24 -2.554263 1.675004 -5.855071
O25 -1.431111 -0.455822 -5.231383
H57 -2.655788 -0.305889 -3.634481
H58 -1.267953 -1.328140 -3.293975
H59 0.315388 0.423676 -3.064952
H60 -0.968712 1.320940 -2.565416

Forces on the atoms, in the same order (eV/Å):
-0.4 -0.2 -0.5
0.0 0.1 -0.5
0.0 -0.1 -0.3
-0.2 -0.1 0.1
0.4 0.0 0.3
-0.2 -0.1 0.1
0.4 0.1 0.4
-0.1 0.1 0.3
0.3 -0.1 0.1
-0.1 0.1 0.2
0.1 0.2 0.0
-0.1 0.0 0.0
-0.1 0.1 -0.1
0.3 0.6 -0.3
-0.2 0.2 0.6
0.3 0.3 0.1
-0.4 -0.2 -0.1
0.4 0.0 0.0
0.0 -0.2 -0.1
-0.3 -0.3 0.3
0.0 -0.1 0.0
0.0 -0.2 -0.4
-0.1 0.0 -0.2
0.0 -0.2 0.0
0.1 0.2 0.1
-0.2 -0.1 0.0
-0.6 -0.2 -0.2
-0.6 0.6 0.4
0.7 -0.3 0.0
0.3 0.1 0.1
-0.3 -0.3 -0.6
0.1 -0.1 0.1
0.2 0.2 0.1
0.3 -0.2 -0.1
0.0 -0.1 -0.3
0.0 0.2 0.0
-0.2 -0.1 0.1
0.3 0.1 0.2
-0.1 0.1 0.3
-0.1 -0.6 0.6
0.8 0.3 -0.1
-0.8 -1.1 0.0
0.0 0.4 0.1
-0.3 -0.7 -0.4
0.1 0.3 -0.2
-0.2 0.2 -0.3
-0.1 -0.2 0.2
-0.1 0.0 0.0
0.3 0.2 -0.1
0.1 0.6 0.0
0.2 0.5 0.3
0.0 0.1 0.1
-0.3 0.4 -0.2
0.6 -0.2 -0.2
-0.4 0.3 0.2
-0.1 -0.3 -0.5
0.7 0.2 0.5
0.1 -0.1 0.1
-0.1 -0.3 -0.1
-0.3 0.0 0.1
0.0 0.1 0.3
0.2 -0.1 0.1
-0.1 0.0 -0.1
0.0 0.1 0.1
-0.4 0.0 -0.3
-0.4 -0.3 0.2
0.1 0.0 0.4
-0.3 0.2 -0.2
-0.4 -0.1 -0.1
0.8 0.0 0.1
-0.4 0.1 0.0
0.5 -0.1 -0.2
-0.1 0.0 0.1
0.2 0.2 -0.3
0.0 -0.1 -0.1
-0.1 0.1 -0.1
0.0 0.0 0.1
-0.8 -0.8 0.3
0.4 0.0 -0.3
-0.9 -0.2 1.2
0.1 0.5 -0.5
0.5 -0.3 -0.3
0.1 0.2 -0.1
0.2 0.1 -0.1
0.0 0.1 0.0
0.0 0.3 -0.3
0.3 0.2 0.0
-0.1 -0.2 -0.1
0.1 -0.8 -0.2
0.0 0.0 -0.1
0.1 0.1 0.2
0.0 -0.3 0.1
-0.1 0.3 -0.2
0.0 0.1 0.0
0.0 0.2 0.2
0.1 0.1 -0.1
-0.1 0.0 0.2
0.0 0.3 0.0
0.5 -0.1 0.0
0.7 -0.6 -0.3
-0.7 -0.4 -0.5
0.3 0.7 0.1
0.3 -0.1 -0.1
-0.5 -0.1 0.3
0.0 -0.1 0.3
-0.3 0.1 -0.1
0.0 0.1 0.1
0.4 0.6 0.0
-0.4 0.0 0.3
-0.3 0.4 -0.8
0.4 0.2 2.3
0.1 0.3 -0.3
0.5 -0.6 0.6
0.4 0.2 -0.5
-0.8 0.2 0.0
0.0 -0.8 -0.1
0.1 0.5 0.5
0.2 -0.2 -0.5
0.2 -0.4 -0.8
-0.6 0.2 -0.4